The following is a quantum chemistry calculation of a 2-piece molecular cluster, C4H8N2O2 overall at a distorted geometry, from OMol25.

Calculated values
HOMO (eV): -7.4
ΔE to the lowest compared entry with this formula, charge and spin (kJ/mol): 666.6
DFT total energy (a.u.): -417.0021
Strongest force on any atom (eV/Å): 7.383
E_LUMO (eV): 0.90

```
16
C4H8N2O2 | OMol25 | the ωB97M-V functional and the def2-TZVPD basis
C 1.07804 0.40221 0.20883
C -1.04684 -0.41064 0.20003
C 3.19579 -0.47350 -0.34146
C -3.26952 0.44179 -0.32148
N 1.05563 1.59076 0.56526
N -0.98801 -1.56391 0.58858
O 1.72574 -0.57460 -0.18140
O -1.81571 0.51351 -0.19802
H 3.51232 0.23086 -1.02263
H 3.66342 -1.32745 -0.77218
H 3.55020 -0.12401 0.54331
H -3.46020 -0.10749 -1.24497
H -3.68127 1.58126 -0.21915
H -3.55582 -0.11213 0.61674
H 1.89660 2.05041 0.72327
H -1.86035 -2.11708 0.85524
```